Record 1
{
  "formula": "C3H7NSi",
  "method": "wB97M-V/def2-TZVPD",
  "elements": ["C", "C", "C", "N", "Si", "H", "H", "H", "H", "H", "H", "H"],
  "xyz": [[0.37756, 0.24849, -0.43563], [-0.33824, -0.24773, 0.57587], [1.69917, 0.82059, -0.27497], [2.32237, 1.26624, -1.27776], [-2.05362, -1.00395, 0.42285], [-0.00123, 0.25003, -1.44765], [0.10525, -0.21645, 1.56624], [2.08810, 0.82265, 0.75519], [3.24525, 1.64981, -1.08537], [-2.94740, -0.30087, 1.34691], [-1.96899, -2.41559, 0.80697], [-2.52822, -0.87323, -0.95265]],
  "e_lumo_ev": 0.5,
  "total_energy_ev": -12590.66936,
  "orbital_gap_ev": 10.4,
  "charge": 0,
  "smiles": "[H]/N=C/C=C/[SiH3]",
  "homo_ev": -9.8879,
  "relative_energy_kcal_mol": 24.2
}



Record 2
{
  "formula": "C3H7NSi",
  "method": "wB97M-V/def2-TZVPD",
  "elements": ["C", "C", "C", "N", "Si", "H", "H", "H", "H", "H", "H", "H"],
  "xyz": [[3.13023, -0.27741, 0.55734], [0.47209, 1.59374, 0.36480], [-0.26553, -1.53030, -0.62021], [4.20756, -0.38356, 0.98535], [0.65622, 0.17339, -0.89124], [1.43247, 1.77607, 0.74437], [0.00334, 2.53192, -0.04699], [-0.16339, 0.96299, 1.12268], [-0.97039, -1.46158, 0.27579], [-0.88677, -1.71806, -1.50863], [0.59953, -2.19776, -0.44811], [1.05336, 0.45900, -2.34520]],
  "e_lumo_ev": -1.1,
  "total_energy_ev": -12589.15938,
  "orbital_gap_ev": 8.8,
  "charge": 0,
  "homo_ev": -9.9277,
  "relative_energy_kcal_mol": 59.0
}



Record 3
{
  "formula": "C3H7NSi",
  "method": "wB97M-V/def2-TZVPD",
  "elements": ["C", "C", "C", "N", "Si", "H", "H", "H", "H", "H", "H", "H"],
  "xyz": [[-0.50837, -0.93754, -1.80786], [-0.16484, 1.76583, -0.05144], [0.69715, -1.10445, 1.23771], [-1.59073, -0.86320, -1.00583], [-0.23671, -0.15241, -0.13684], [-0.53236, -1.23521, -2.87084], [0.51883, 2.21403, -0.75195], [-1.15657, 2.28563, -0.17695], [0.30291, 1.92932, 0.88144], [1.62322, -1.75218, 0.99297], [0.96337, -0.27248, 1.94352], [0.08409, -1.87734, 1.74606]],
  "e_lumo_ev": 0.8,
  "total_energy_ev": -12590.54469,
  "orbital_gap_ev": 9.1,
  "charge": 0,
  "smiles": "C[Si]1(C)C=N1",
  "homo_ev": -8.3641,
  "relative_energy_kcal_mol": 27.1
}



Record 4
{
  "formula": "C3H7O2",
  "method": "wB97M-V/def2-TZVPD",
  "elements": ["C", "O", "H", "H", "H", "C", "C", "O", "H", "H", "H", "H"],
  "xyz": [[1.96108, 2.54264, -1.61566], [3.13890, 2.73984, -1.74873], [1.55305, 1.53196, -1.45925], [1.23368, 3.36073, -1.60888], [-0.47939, -4.67211, -5.66301], [-1.49773, -0.71308, 2.61058], [-1.44120, -1.38797, 1.40689], [-2.18559, -2.29664, 0.94490], [-0.62306, -0.09799, 2.80819], [-2.23007, -0.98976, 3.35473], [-0.70192, -0.96754, 0.67390], [-0.86806, -4.05201, -5.77908]],
  "e_lumo_ev": 3.0,
  "total_energy_ev": -7317.32244,
  "orbital_gap_ev": 5.1,
  "charge": -1,
  "homo_ev": -2.0398,
  "relative_energy_kcal_mol": 83.7
}



Record 5
{
  "formula": "C3H7O2",
  "method": "wB97M-V/def2-TZVPD",
  "elements": ["C", "C", "O", "C", "O", "H", "H", "H", "H", "H", "H", "H"],
  "xyz": [[-0.31797, 0.43988, -0.05012], [1.10476, -0.04325, -0.15201], [1.87642, 0.59895, -1.21241], [-1.20796, -0.51200, 0.84287], [-2.48868, -0.56781, 0.43495], [-0.82376, 0.42192, -1.02690], [-0.39256, 1.47696, 0.29452], [1.69612, 0.17808, 0.71512], [1.06046, -1.07426, -0.50659], [1.29309, 0.77672, -1.95300], [-0.72906, -1.52324, 0.72310], [-1.07086, -0.17193, 1.89046]],
  "e_lumo_ev": 3.9,
  "total_energy_ev": -7318.48026,
  "orbital_gap_ev": 6.1,
  "charge": -1,
  "smiles": "[O-]CCCO",
  "homo_ev": -2.1659,
  "relative_energy_kcal_mol": 57.0
}



Record 6
{
  "formula": "C3H7O2",
  "method": "wB97M-V/def2-TZVPD",
  "elements": ["C", "O", "H", "H", "H", "C", "C", "O", "H", "H", "H", "H"],
  "xyz": [[-1.54781, -1.37221, -0.47443], [-2.25141, -2.19152, -1.01355], [-1.31747, -1.44277, 0.63850], [-0.81951, -0.80227, -1.06482], [0.79658, -0.24809, 6.60812], [0.97536, 0.66694, -2.55256], [0.23352, 1.26730, -1.53608], [0.23164, 1.02163, -0.30437], [1.21081, 1.27577, -3.42026], [1.80461, -0.00111, -2.32849], [-0.14590, 2.29524, -1.85310], [0.82957, -0.46889, 7.30105]],
  "e_lumo_ev": 4.1,
  "total_energy_ev": -7317.29954,
  "orbital_gap_ev": 6.6,
  "charge": -1,
  "homo_ev": -2.5155,
  "relative_energy_kcal_mol": 84.2
}



Record 7
{
  "formula": "C3H7O2SSi",
  "method": "wB97M-V/def2-TZVPD",
  "elements": ["C", "C", "C", "O", "O", "Si", "S", "H", "H", "H", "H", "H", "H", "H"],
  "xyz": [[1.58056, 1.31970, -1.08216], [-1.69376, -1.21245, 0.51580], [0.21269, 0.92236, -0.88494], [1.00650, 0.75981, -2.11716], [2.59513, 1.86130, -0.75474], [0.12991, -0.77652, 0.04685], [0.09412, 0.70686, 2.19598], [-1.85744, -2.27729, 0.35193], [-2.09372, -0.92503, 1.48372], [-2.35974, -0.65408, -0.28389], [-0.56869, 1.68141, -0.95709], [0.23615, -1.66814, -1.18579], [1.52173, -1.23532, 0.31188], [1.19657, 1.49736, 2.35960]],
  "e_lumo_ev": 3.8,
  "total_energy_ev": -26031.88676,
  "orbital_gap_ev": 7.7,
  "charge": -1,
  "homo_ev": -3.8952,
  "relative_energy_kcal_mol": 32.2
}



Record 8
{
  "formula": "C3H7O3",
  "method": "wB97M-V/def2-TZVPD",
  "elements": ["C", "C", "O", "O", "H", "H", "H", "C", "O", "H", "H", "H", "H"],
  "xyz": [[0.77768, -1.44869, -1.85948], [-0.06863, -0.35968, -1.12531], [-0.55609, -0.77094, -0.03979], [-0.08407, 0.78081, -1.61352], [1.17234, -1.10700, -2.81429], [0.14162, -2.31872, -2.03130], [1.61429, -1.70169, -1.20943], [0.42280, 1.25546, 1.93584], [-0.71486, 0.45607, 2.26740], [-0.89734, 0.04515, 1.38656], [1.34398, 0.67491, 1.89719], [0.25297, 1.67350, 0.92618], [0.42703, 2.13704, 2.57124]],
  "e_lumo_ev": 4.3,
  "total_energy_ev": -9368.49327,
  "orbital_gap_ev": 8.8,
  "charge": -1,
  "homo_ev": -4.4887,
  "relative_energy_kcal_mol": 15.3
}